[1]
C7H14O2 | wB97M-V/def2-TZVPD

Each line ends with the natural charge from an NBO analysis.
Positions of all 23 atoms, in Å:
C: 0.12 -2.64 0.51  -0.399
C: 0.85 -1.55 0.68  -0.164
C: 0.55 -0.06 0.26  -0.114
C: 1.74 0.43 -0.57  -0.600
C: 0.45 0.76 1.55  -0.614
C: -0.73 -0.03 -0.57  0.075
O: -1.89 -0.45 0.10  -0.723
C: -1.04 1.44 -1.14  -0.080
O: -2.08 1.38 -2.09  -0.719
H: 0.43 -3.58 0.92  0.201
H: -0.84 -2.62 0.02  0.207
H: 1.81 -1.64 1.19  0.189
H: 1.70 1.50 -0.72  0.208
H: 1.76 -0.06 -1.54  0.218
H: 2.67 0.20 -0.05  0.214
H: 1.39 0.69 2.10  0.221
H: -0.34 0.38 2.20  0.205
H: 0.27 1.81 1.34  0.212
H: -0.63 -0.71 -1.42  0.193
H: -1.96 0.03 0.94  0.469
H: -1.37 2.10 -0.32  0.149
H: -0.20 1.94 -1.63  0.180
H: -2.68 0.69 -1.79  0.473

Its orbital gap is 10.41 eV. The lowest unoccupied orbital energy comes out at 0.02764 hartree.


[2]
C7H14O3 | wB97M-V/def2-TZVPD

Each line ends with the natural charge from an NBO analysis.
Positions of all 24 atoms, in Å:
O: -2.28 -0.01 1.35  -0.714
C: -2.11 -0.41 0.00  0.101
C: -0.94 -1.38 -0.15  -0.435
C: 0.38 -0.78 0.25  0.028
C: 1.62 -1.35 -0.35  0.009
O: 0.84 0.23 -0.64  -0.696
C: -3.38 -0.98 -0.61  -0.251
C: -4.35 -1.80 0.19  -0.430
C: -4.73 -0.43 -0.29  -0.418
H: -2.46 -0.78 1.89  0.459
H: -1.87 0.52 -0.54  0.195
H: -1.13 -2.27 0.46  0.201
H: -0.89 -1.71 -1.20  0.210
H: 0.46 -0.50 1.31  0.177
H: 2.37 -1.58 0.41  0.207
H: 1.41 -2.17 -1.05  0.192
H: -3.23 -1.31 -1.64  0.216
H: -4.80 -2.67 -0.28  0.218
H: -4.17 -1.92 1.26  0.200
H: -4.78 0.37 0.45  0.227
H: -5.46 -0.34 -1.10  0.215
O: 2.93 -0.35 -1.53  -0.957
H: 2.03 0.48 -1.41  0.571
H: 2.99 -0.89 -2.33  0.473

Its orbital gap is 9.60 eV. The lowest unoccupied orbital energy comes out at 0.02558 hartree.


[3]
C7H14O4 | wB97M-V/def2-TZVPD

Each line ends with the natural charge from an NBO analysis.
Positions of all 25 atoms, in Å:
C: -3.01 -1.28 -0.54  -0.306
C: -1.26 0.29 0.08  0.522
C: -2.67 0.90 0.50  -0.696
C: -0.37 0.15 1.25  -0.452
C: 0.87 -0.70 1.04  -0.459
C: 1.76 0.33 0.32  0.066
C: 0.90 1.36 -0.63  -0.074
H: -2.75 -2.29 -1.14  0.230
H: -3.75 -0.59 -1.22  0.176
H: -3.42 -1.19 0.72  0.187
H: -2.42 2.00 0.34  0.238
H: -3.93 0.65 0.03  0.258
H: -2.89 0.56 1.67  0.218
H: -0.21 1.35 1.58  0.222
H: -1.11 -0.29 2.04  0.227
H: 0.66 -1.44 0.29  0.240
H: 1.18 -1.32 1.96  0.240
H: 2.08 0.92 1.11  0.176
H: 1.31 1.48 -1.63  0.223
H: 0.98 2.48 -0.06  0.166
H: 4.08 -1.60 -0.99  0.433
O: -1.56 -1.04 -0.68  -0.588
O: -0.54 0.99 -0.85  -0.556
O: 2.72 0.00 -0.72  -0.281
O: 3.50 -0.81 0.15  -0.412

Its orbital gap is 8.65 eV. The lowest unoccupied orbital energy comes out at -0.02663 hartree.


[4]
C7H14OPRe | wB97M-V/def2-TZVPD

Each line ends with the Mulliken spin population.
Positions of all 24 atoms, in Å:
C: 1.37 0.32 -2.45  0.054
C: 0.17 0.63 -3.21  0.054
C: -0.79 -0.41 -2.95  0.132
C: -0.21 -1.31 -2.00  -0.103
C: 1.13 -0.85 -1.70  0.115
Re: -0.31 0.61 -1.20  2.575
P: -0.31 2.63 0.14  0.005
H: 2.26 0.93 -2.40  0.029
H: 0.04 1.41 -3.94  0.008
H: -1.75 -0.55 -3.41  0.033
H: 1.84 -1.28 -1.02  0.038
H: -0.69 -2.22 -1.66  -0.002
H: -1.43 2.91 0.99  0.025
H: -0.17 3.89 -0.53  0.008
H: 0.77 2.68 1.07  0.031
C: -0.03 -1.15 3.56  -0.001
C: -0.20 -1.35 2.06  -0.004
O: -0.79 -0.24 1.34  -0.001
H: 0.81 -0.50 3.80  0.000
H: 0.17 -2.13 4.01  0.000
H: -0.92 -0.76 4.08  0.000
H: 0.75 -1.54 1.56  0.005
H: -0.85 -2.20 1.87  -0.001
H: -0.86 0.49 1.98  0.000

The spin multiplicity is 4. Its orbital gap (spin up / spin down) is 7.07 / 7.18 eV. The lowest unoccupied orbital energy (spin up / spin down) comes out at -0.13459 / -0.18318 hartree. As for the total charge: +1. Its expectation value of S² is 3.764.